1.
ORCA calculation (ωB97M-V/def2-TZVPD) on a single C4H6N2O molecule in a non-equilibrium geometry.

Molecular weight   98.10 g mol⁻¹
SMILES   Nc1ccc(O)[nH]1
Gap between HOMO and LUMO   7.99 eV
Largest force on an atom   2.1 eV/A
ΔE to the lowest compared entry with this formula, charge and spin   54.3 kcal per mole
HOMO energy   -0.265 Ha

Last column: natural (NBO) charge in e.
Positions of all 13 atoms, in Å:
N1 0.84747 1.28580 -1.70824  -0.81
C1 0.54960 0.27055 -0.77689  0.30
C2 1.29921 -0.19239 0.24725  -0.33
C3 0.37481 -0.82079 1.17149  -0.50
C4 -0.84608 -0.79757 0.56453  0.49
O1 -2.01801 -1.22939 1.08362  -0.66
N2 -0.75842 -0.20426 -0.65780  -0.58
H1 0.03437 1.86637 -1.78968  0.36
H2 1.50870 1.89349 -1.25351  0.37
H3 2.34009 0.08352 0.40848  0.22
H4 0.14302 -0.31828 2.08871  0.22
H5 -1.77583 -1.61968 1.94078  0.50
H6 -1.50335 -0.03589 -1.31814  0.42

Cartesian forces (eV/Å) of the 2 atoms listed first:
0.073 -0.388 -0.294
0.186 0.092 -0.077

***

2.
ORCA calculation (ωB97M-V/def2-TZVPD) on 2 unconnected molecules or ions with the total composition C19H24N in a non-equilibrium geometry.

Total charge   +1
Molecular weight   266.41 g mol⁻¹
Gap between HOMO and LUMO   7.91 eV
Largest force on an atom   2.6 eV/A
ΔE to the lowest compared entry with this formula, charge and spin   51.2 kcal per mole
HOMO energy   -0.450 Ha

Last column: natural (NBO) charge in e.
Positions of all 44 atoms, in Å:
C1 -2.51043 -0.21592 -1.89264  -0.69
C2 -1.53557 0.26585 -0.88149  0.18
C3 -0.10130 0.11942 -1.09323  -0.15
C4 0.85891 1.18336 -1.12447  0.07
C5 0.44448 2.62786 -1.10557  -0.65
C6 2.20161 0.93055 -1.24359  -0.24
C7 2.70118 -0.37579 -1.40890  0.09
C8 4.16827 -0.63093 -1.52570  -0.65
C9 1.77309 -1.42813 -1.42791  -0.24
C10 0.41295 -1.19052 -1.30664  0.06
C11 -0.49918 -2.37852 -1.38203  -0.65
H1 -3.07123 0.65946 -2.24405  0.26
H2 -1.97555 -0.69660 -2.72886  0.24
H3 -3.23718 -0.90918 -1.45180  0.25
H4 -1.81537 1.19735 -0.36736  0.23
H5 1.34584 3.21837 -1.32775  0.23
H6 -0.30556 2.87867 -1.88272  0.23
H7 0.03246 2.94508 -0.13250  0.23
H8 2.88924 1.78119 -1.21793  0.22
H9 4.35171 -1.71906 -1.50682  0.23
H10 4.63841 -0.20408 -2.42789  0.25
H11 4.70201 -0.20473 -0.66516  0.24
H12 2.12967 -2.45635 -1.50219  0.22
H13 0.11068 -3.29138 -1.32430  0.24
H14 -1.23424 -2.38529 -0.55964  0.21
H15 -1.05115 -2.43363 -2.33592  0.24
C12 -3.57777 -1.54096 0.75220  -0.45
N1 -2.39742 -0.66644 0.68631  -0.40
C13 -1.54144 -0.91951 1.63456  0.23
C14 -0.55180 0.04983 2.13285  -0.18
C15 0.64283 -0.32547 2.73946  -0.10
C16 1.55491 0.65319 3.09918  -0.22
C17 1.26441 2.01420 2.89593  -0.15
C18 0.03400 2.39881 2.33364  -0.22
C19 -0.88793 1.42421 1.96032  -0.16
H16 -4.45651 -1.08405 0.26773  0.24
H17 -3.41268 -2.50723 0.24574  0.22
H18 -3.78423 -1.72853 1.83445  0.23
H19 -1.54703 -1.91539 2.18465  0.20
H20 0.84319 -1.39557 2.91408  0.22
H21 2.53135 0.39714 3.52515  0.24
H22 1.96488 2.78283 3.16115  0.23
H23 -0.23040 3.43795 2.15429  0.23
H24 -1.87211 1.63793 1.54537  0.22

Cartesian forces (eV/Å) of the 2 atoms listed first:
-0.169 -0.222 -0.589
-0.597 1.501 0.663

***

3.
ORCA calculation (ωB97M-V/def2-TZVPD) on a single C3H5NO2 molecule in a non-equilibrium geometry.

Molecular weight   87.08 g mol⁻¹
SMILES   CC(=O)NC=O
Gap between HOMO and LUMO   11.05 eV
Largest force on an atom   3.3 eV/A
ΔE to the lowest compared entry with this formula, charge and spin   10.4 kcal per mole
HOMO energy   -0.384 Ha

Last column: natural (NBO) charge in e.
Positions of all 11 atoms, in Å:
C1 -0.66566 1.13097 1.26657  -0.74
C2 -0.92259 -0.14740 0.46923  0.71
O1 -1.83138 -0.89899 0.65096  -0.54
N1 0.09970 -0.45200 -0.46400  -0.67
C3 1.33239 0.13550 -0.63280  0.53
O2 2.09592 -0.09324 -1.53327  -0.55
H1 -0.57338 1.93642 0.54780  0.23
H2 -1.57468 1.24143 1.84418  0.25
H3 0.13697 1.04446 1.99580  0.25
H4 -0.03149 -1.24324 -1.08547  0.42
H5 1.37573 1.13812 -0.16451  0.12

Cartesian forces (eV/Å) of the 2 atoms listed first:
-1.250 -0.826 -0.215
2.182 0.210 0.498

***

4.
ORCA calculation (ωB97M-V/def2-TZVPD) on a molecular structure, C2H3HgMgO2 in a non-equilibrium geometry.

Molecular weight   283.94 g mol⁻¹
2S+1   2
Gap between HOMO and LUMO (spin up / spin down)   6.95 / 4.59 eV
Largest force on an atom   1.9 eV/A
ΔE to the lowest compared entry with this formula, charge and spin   0.0 kcal per mole
HOMO energy (spin up / spin down)   -0.284 / -0.256 Ha

Last column: natural (NBO) charge in e.
Positions of all 9 atoms, in Å:
H1 -1.91267 -2.64135 -0.32316  -0.63
O1 -2.70704 0.87118 -2.27522  -0.96
C1 -2.59591 1.94117 -1.46686  0.11
C2 -2.44637 1.79458 -0.12909  0.00
O2 -2.28815 0.54192 0.37061  -1.00
Hg1 -0.89828 -1.07001 1.20479  0.48
Mg1 -2.85848 -0.67217 -1.11404  1.67
H2 -2.53887 2.93388 -1.93141  0.17
H3 -2.28700 2.64642 0.53985  0.17

Cartesian forces (eV/Å) of the 2 atoms listed first:
-0.635 1.458 -0.316
-0.125 0.334 0.675